Molecular formula: C6H16F7MgNO8S2
Method: DFT, wB97M-V/def2-TZVPD

## Properties
net charge	0
spin multiplicity	1
energy above the lowest of the compared OMol25 structures with the same formula, charge and spin	812.9	kJ/mol

XYZ file:
```
41
Properties=species:S:1:pos:R:3:forces:R:3:lowdin_charge:R:1
Mg 0.29334 0.02966 -0.01963 -1.04 -1.38 -1.07 1.3341
C 2.49800 -0.73684 4.23425 0.51 -0.10 1.46 -0.6559
F 2.38436 -2.03047 4.47404 -0.28 0.07 -0.40 0.1464
F 3.13574 -0.21182 5.29844 -0.39 0.27 -0.42 0.1259
F 3.29104 -0.57320 3.17828 -0.51 0.27 -0.42 0.1330
S 0.81636 0.15305 4.09825 -1.18 1.17 0.80 0.6562
O 0.18219 0.22902 5.41054 1.51 -0.95 -1.96 -0.2720
O 1.05903 1.46096 3.54591 0.65 -0.69 -1.21 -0.3155
N 0.02108 -0.82930 2.90375 2.20 1.83 0.11 -0.3479
S -0.90444 -1.71340 3.82529 -4.74 -0.66 2.63 0.5707
O -0.18903 -2.42838 4.85996 -0.32 -0.42 -1.46 -0.2974
O -2.03831 -0.90757 4.32425 1.28 -1.71 -1.49 -0.3233
C -1.73392 -3.03594 2.58133 0.37 0.57 -0.03 -0.5303
F -2.77324 -2.49826 1.86877 1.35 -0.68 1.13 0.0964
F -0.76277 -3.37683 1.68002 -1.04 -0.17 0.80 0.0729
F -2.17696 -4.12140 3.27280 0.78 1.60 -1.14 0.1220
F -0.63408 -1.47448 -2.16205 0.91 1.70 2.05 -0.6595
C -3.60614 0.37739 -5.19940 -0.92 -0.18 -1.62 -0.2041
O -2.35042 0.83048 -4.88795 1.60 0.68 0.82 -0.1150
H -4.39371 0.75057 -4.54475 -0.06 -0.47 0.43 0.0733
H -3.84170 0.79263 -6.17930 -0.15 0.10 -0.15 0.0756
H -3.56578 -0.69809 -5.37205 -0.62 -0.19 0.46 0.0862
H -1.96393 0.21939 -4.25645 0.23 -0.02 0.19 0.0658
C 4.21550 -1.59407 -1.23797 0.57 0.76 -1.02 -0.1651
O 3.12334 -1.85719 -0.39545 -0.19 0.13 0.59 -0.1242
H 5.21606 -1.85135 -0.89040 -0.19 -0.54 0.59 0.0819
H 4.07381 -2.05194 -2.21694 -0.01 0.00 -0.09 0.0856
H 4.29478 -0.51591 -1.37720 -0.36 0.07 -0.08 0.0721
H 3.10202 -2.80244 -0.22921 -0.21 -0.08 0.11 0.0899
C -3.48094 2.06946 -0.49716 -1.50 -0.94 0.85 -0.1503
O -2.11010 2.09898 -0.23018 1.87 0.06 -0.71 -0.1450
H -3.88016 2.45469 0.44110 -1.09 0.21 -0.43 0.0918
H -3.78842 2.60465 -1.39556 0.17 0.25 0.11 0.0894
H -3.83148 1.04307 -0.60550 0.22 -0.03 0.01 0.0894
H -1.96430 3.04758 -0.25254 0.92 0.03 0.24 0.0836
C 1.85236 2.94189 -2.67138 1.13 -0.61 -1.02 -0.1364
O 1.98101 2.42145 -1.37986 -0.99 -1.04 2.36 -0.1519
H 1.65053 2.11226 -3.34893 -0.05 0.10 -0.17 0.0881
H 1.07804 3.69562 -2.81435 0.30 0.23 0.35 0.0888
H 2.89658 3.23468 -2.78084 -0.45 0.98 -1.64 0.0923
H 2.82457 2.74137 -1.05174 -0.30 -0.20 0.45 0.0824
```
Positions in Å, forces in eV/Å.